(1)
ORCA calculation (the ωB97M-V functional and the def2-TZVPD basis) on C28H50BaO11P as an isolated structure at a distorted geometry.

Each line ends with the Löwdin charge.
CARTESIAN COORDINATES (ANGSTROEM)
1 Ba 0.526 0.169 0.767  2.1300
2 P -2.291 0.299 -0.436  0.1830
3 O 2.640 -2.077 1.880  -0.1675
4 O -2.425 -0.515 -1.784  -0.1580
5 O -1.272 1.422 -0.567  -0.4755
6 O -3.751 0.886 -0.198  -0.1591
7 O 3.330 0.926 -0.745  -0.1759
8 O 0.469 -1.038 3.276  -0.2819
9 O 0.954 -1.755 -0.812  -0.1853
10 O 1.672 2.617 0.503  -0.3145
11 O 3.414 0.652 2.202  -0.1736
12 O 0.240 1.877 2.938  -0.2776
13 O -1.885 -0.688 0.634  -0.4655
14 C 0.555 -2.640 -1.559  -0.3610
15 C 0.868 3.518 1.250  -0.1641
16 C 4.479 1.150 1.403  -0.1633
17 C -4.452 -0.350 -3.072  -0.0185
18 C 3.850 -1.733 2.536  -0.1610
19 C 3.293 2.294 -1.158  -0.1627
20 C 1.120 -2.166 3.822  -0.1710
21 C -2.953 -0.094 -3.078  -0.6069
22 C 1.960 -2.686 -5.577  -0.0616
23 C -0.243 -0.160 4.135  -0.1565
24 C 2.026 -1.778 -3.354  -0.0075
25 C -5.485 2.245 0.601  -0.0223
26 C 1.776 -2.894 2.654  -0.1640
27 C 0.993 -3.601 -5.187  -0.0599
28 C 1.886 2.782 -0.902  -0.1639
29 C 1.052 -2.695 -2.954  -0.1609
30 C 0.393 1.227 4.195  -0.1607
31 C -4.683 0.276 1.938  -0.0215
32 C 0.927 3.109 2.723  -0.1561
33 C -2.633 1.366 -3.349  -0.0303
34 C 0.541 -3.607 -3.877  -0.0243
35 C -2.241 -1.003 -4.068  -0.0228
36 C -3.251 2.334 1.717  -0.0325
37 C -0.484 -3.606 -1.079  0.0166
38 C 3.790 -0.340 3.139  -0.1720
39 C -4.274 1.435 1.043  -0.6123
40 C 4.492 0.584 -0.007  -0.1637
41 C 2.477 -1.778 -4.661  -0.0607
42 H -3.708 2.788 2.599  0.0970
43 H -1.161 -0.862 -4.002  0.0820
44 H -5.177 3.057 -0.057  0.0908
45 H 4.088 -2.462 3.319  0.1385
46 H -3.089 2.012 -2.601  0.0813
47 H 5.390 0.938 -0.528  0.1396
48 H -1.558 1.537 -3.347  0.0849
49 H -0.230 -4.638 -1.317  0.0950
50 H -5.993 2.671 1.467  0.0922
51 H -2.930 3.127 1.041  0.0908
52 H 0.396 -2.837 4.298  0.1436
53 H -1.428 -3.366 -1.575  0.1019
54 H 1.277 4.530 1.155  0.1412
55 H -1.265 -0.083 3.753  0.1328
56 H 4.646 -1.793 1.791  0.1268
57 H -0.218 -4.316 -3.576  0.1133
58 H 4.016 2.894 -0.601  0.1279
59 H 4.522 -0.505 0.003  0.1264
60 H -5.109 0.656 2.869  0.0925
61 H 2.419 -1.075 -2.630  0.1077
62 H -4.865 -0.181 -4.068  0.0937
63 H -4.655 -1.380 -2.783  0.0933
64 H -4.949 0.317 -2.370  0.0768
65 H 2.314 -2.679 -6.599  0.1105
66 H 2.311 -3.772 3.031  0.1376
67 H 3.538 2.361 -2.223  0.1393
68 H -2.556 -0.779 -5.088  0.0947
69 H 1.002 -3.237 1.966  0.1257
70 H 3.234 -1.073 -4.977  0.1079
71 H -0.294 -0.582 5.142  0.1408
72 H -3.029 1.641 -4.328  0.0962
73 H 1.221 2.133 -1.488  0.1158
74 H 5.442 0.947 1.885  0.1363
75 H 1.972 3.007 3.037  0.1334
76 H 1.457 1.149 4.448  0.1261
77 H -2.373 1.776 2.042  0.0582
78 H 4.356 2.234 1.365  0.1236
79 H 0.442 3.885 3.326  0.1410
80 H -3.823 -0.350 2.164  0.0682
81 H -0.166 3.507 0.886  0.1264
82 H -6.188 1.607 0.068  0.0893
83 H 3.041 -0.303 3.929  0.1015
84 H 0.591 -4.306 -5.901  0.1105
85 H -0.102 1.828 4.967  0.1422
86 H -5.439 -0.333 1.443  0.0943
87 H 1.852 -1.871 4.582  0.1278
88 H 1.721 3.826 -1.173  0.1443
89 H -0.624 -3.473 -0.010  0.0820
90 H 4.758 -0.093 3.592  0.1370
91 H -2.475 -2.048 -3.860  0.0861

Values from the calculation:
- largest force on an atom (eV Å⁻¹) = 1.19
- total charge = +1
- HOMO-LUMO gap (eV) = 9.574

***

(2)
ORCA calculation (the ωB97M-V functional and the def2-TZVPD basis) on C28H50BaO11P as an isolated structure at a distorted geometry.

Each line ends with the Löwdin charge.
CARTESIAN COORDINATES (ANGSTROEM)
1 Ba -0.109 0.169 -0.821  2.1431
2 P 0.953 -1.871 1.059  0.1585
3 O -3.275 1.007 -1.357  -0.1538
4 O -1.562 2.453 -2.989  -0.1539
5 O -2.170 -1.325 -1.350  -0.3497
6 O 0.707 3.158 -1.424  -0.1971
7 O 0.891 -3.190 0.137  -0.1731
8 O 1.393 1.064 -3.017  -0.2874
9 O -0.221 -1.228 -3.312  -0.2386
10 O 1.532 -2.328 2.459  -0.1576
11 O -0.469 -1.391 1.125  -0.4582
12 O 1.889 -0.864 0.442  -0.4568
13 O -0.215 1.931 1.096  -0.1479
14 C -0.500 5.196 4.547  -0.0606
15 C -0.153 -2.001 4.154  -0.0259
16 C 3.055 -4.168 0.772  -0.0208
17 C -0.431 3.468 2.869  -0.1516
18 C 0.204 4.228 3.850  -0.0198
19 C 1.663 2.010 2.540  0.0142
20 C 1.556 0.162 -4.114  -0.1568
21 C 2.349 2.110 -2.933  -0.1728
22 C -2.805 2.978 -2.529  -0.1613
23 C -0.019 -4.195 2.934  -0.0205
24 C -3.145 2.404 -1.177  -0.1837
25 C 0.774 -3.017 3.497  -0.6092
26 C 0.219 -0.462 -4.424  -0.1793
27 C -3.330 -1.208 -0.556  -0.1609
28 C 1.448 -5.270 -0.801  -0.0184
29 C -1.847 5.405 4.281  -0.0601
30 C -3.433 0.254 -0.170  -0.1953
31 C 1.830 -3.506 4.471  -0.0217
32 C 2.078 2.890 -1.651  -0.1739
33 C 2.028 -3.943 -0.335  -0.6215
34 C -0.640 3.430 -3.443  -0.1759
35 C -2.490 4.644 3.311  -0.0611
36 C -1.783 3.687 2.607  -0.0131
37 C 0.093 4.095 -2.295  -0.1554
38 C -1.498 -1.817 -3.544  -0.1673
39 C -2.017 -2.400 -2.257  -0.1535
40 C 2.668 -3.193 -1.501  -0.0274
41 C 0.293 2.433 2.091  -0.3554
42 H -3.251 -1.825 0.343  0.1396
43 H 2.378 2.817 2.355  0.1032
44 H 2.293 -0.607 -3.867  0.1396
45 H 0.423 -1.168 4.561  0.0883
46 H 1.966 1.124 1.983  0.0685
47 H -0.531 -4.707 3.747  0.0960
48 H 0.320 -1.099 -5.309  0.1437
49 H 2.267 2.760 -3.811  0.1308
50 H -4.078 2.845 -0.808  0.1422
51 H -1.145 4.201 -4.036  0.1389
52 H -2.398 6.156 4.832  0.1111
53 H -3.543 4.799 3.111  0.1090
54 H -0.620 4.654 -1.684  0.1329
55 H -0.510 0.328 -4.642  0.1342
56 H -3.585 2.696 -3.240  0.1392
57 H 1.895 0.690 -5.009  0.1409
58 H 1.359 -4.002 5.321  0.0946
59 H 0.648 -4.903 2.438  0.0729
60 H -4.407 0.430 0.298  0.1425
61 H -2.771 4.069 -2.465  0.1323
62 H 2.660 3.815 -1.665  0.1384
63 H 0.001 5.786 5.303  0.1112
64 H 2.231 -5.919 -1.192  0.0938
65 H -2.273 3.083 1.854  0.0998
66 H 1.928 -2.993 -2.277  0.0772
67 H -2.961 -2.916 -2.445  0.1428
68 H 3.369 1.716 -2.897  0.1435
69 H -0.706 -2.472 4.966  0.0924
70 H -2.667 0.541 0.565  0.1030
71 H 0.056 2.905 -4.094  0.1135
72 H 2.426 -2.669 4.838  0.0921
73 H 2.599 -4.689 1.616  0.0701
74 H 0.831 4.803 -2.687  0.1400
75 H -1.305 -3.121 -1.839  0.1339
76 H -4.214 -1.504 -1.128  0.1401
77 H 3.455 -3.215 1.123  0.0896
78 H 2.399 2.296 -0.791  0.1262
79 H 3.873 -4.775 0.388  0.0976
80 H -0.857 -1.625 3.409  0.0682
81 H 3.081 -2.248 -1.140  0.0742
82 H 1.676 1.797 3.608  0.0985
83 H 2.497 -4.215 3.977  0.0826
84 H 0.705 -5.103 -1.584  0.0828
85 H 3.472 -3.793 -1.929  0.0941
86 H 1.252 4.072 4.068  0.1131
87 H -2.337 2.631 -0.467  0.1083
88 H 0.960 -5.767 0.040  0.0860
89 H -0.759 -3.839 2.216  0.0822
90 H -1.424 -2.595 -4.311  0.1431
91 H -2.189 -1.039 -3.888  0.1432

Values from the calculation:
- largest force on an atom (eV Å⁻¹) = 1.71
- total charge = +1
- HOMO-LUMO gap (eV) = 9.622

***

(3)
ORCA calculation (the ωB97M-V functional and the def2-TZVPD basis) on a 4-piece molecular cluster, C28H50FIN3O14S overall at a distorted geometry.

Each line ends with the Löwdin charge.
CARTESIAN COORDINATES (ANGSTROEM)
1 I 2.907 -0.376 6.089  0.8711
2 S 1.259 3.984 -0.648  0.7076
3 F -0.143 4.103 0.054  -0.0895
4 O -4.141 1.119 0.118  -0.1521
5 O -2.686 -1.512 4.927  -0.1298
6 O 6.227 0.430 2.415  0.2176
7 O -5.289 -0.084 4.249  -0.1946
8 O -5.312 -2.955 5.436  -0.2009
9 O 1.846 5.273 -0.682  -0.1722
10 O 5.075 -1.286 1.551  -0.0250
11 O 4.654 -2.049 -3.560  -0.1356
12 O 7.149 -3.062 -4.975  -0.2010
13 O 1.053 3.483 -1.966  -0.2032
14 O -6.772 0.993 -1.399  -0.1989
15 O 5.591 -0.630 -6.089  -0.1976
16 O -4.388 2.616 -2.531  -0.1954
17 O 3.985 1.668 4.280  0.0346
18 N 3.893 3.501 -1.599  0.1307
19 N 4.316 -1.421 0.364  0.0809
20 N 2.299 2.831 0.109  0.0123
21 C -4.129 -0.160 3.435  -0.1966
22 C -7.330 -0.284 -1.641  -0.1059
23 C 6.047 -3.852 -4.553  -0.1912
24 C 5.200 -0.016 -4.876  -0.2081
25 C -5.559 1.217 4.728  -0.1058
26 C 2.014 2.025 1.188  -0.1177
27 C 3.559 2.722 -0.456  -0.2332
28 C 4.706 -0.376 -7.163  -0.1010
29 C -4.236 -2.825 6.354  -0.1916
30 C -3.374 -1.455 3.684  -0.1759
31 C -6.616 1.291 -0.020  -0.1892
32 C -4.034 3.979 -2.644  -0.1042
33 C -3.793 0.685 -1.195  -0.1727
34 C 2.939 1.123 1.756  -0.0801
35 C 8.313 -3.255 -4.196  -0.1083
36 C -3.462 -1.539 6.122  -0.1757
37 C -5.281 1.965 0.252  -0.1753
38 C -0.479 2.014 2.091  0.2201
39 C -5.454 -4.262 4.915  -0.1103
40 C 4.546 1.863 0.054  0.1027
41 C 0.687 2.058 1.798  -0.0468
42 C 2.592 0.224 2.951  -0.1164
43 C 4.257 1.027 1.174  0.0100
44 C 5.506 -0.912 -3.687  -0.1831
45 C 3.276 0.720 4.270  -0.8295
46 C -3.313 1.784 -2.129  -0.1957
47 C 4.755 -3.053 -4.569  -0.1732
48 C 5.300 0.055 1.784  -0.4221
49 H 4.553 -2.639 -5.555  0.1146
50 H 5.337 -0.322 -2.778  0.1063
51 H -4.603 0.109 -1.639  0.1159
52 H 3.659 -0.486 -6.859  0.0867
53 H -5.286 2.279 1.301  0.1160
54 H 6.554 -1.210 -3.666  0.1148
55 H -4.490 -4.686 4.620  0.0856
56 H -6.261 1.132 5.556  0.0932
57 H -2.961 -0.012 -1.055  0.1246
58 H -3.458 0.689 3.621  0.1114
59 H -4.016 -2.326 3.552  0.1163
60 H -4.666 -2.805 7.363  0.1295
61 H 3.320 -1.436 0.591  0.0973
62 H 8.086 -3.267 -3.126  0.0838
63 H 4.129 0.224 -4.882  0.1207
64 H -3.432 4.313 -1.791  0.0802
65 H 8.990 -2.424 -4.393  0.0900
66 H 1.502 0.067 3.078  0.1212
67 H -2.740 -1.444 6.937  0.1276
68 H -2.892 1.328 -3.035  0.1303
69 H -4.953 4.565 -2.659  0.0932
70 H -2.528 2.366 -1.629  0.1119
71 H 3.036 -0.778 2.733  0.1199
72 H -2.593 -1.531 2.921  0.1227
73 H 6.212 -4.255 -3.548  0.1217
74 H -6.869 -1.051 -1.011  0.0863
75 H 5.772 0.918 -4.781  0.1249
76 H -7.143 -0.540 -2.683  0.0902
77 H -4.652 1.707 5.099  0.0861
78 H 4.866 0.632 -7.560  0.0907
79 H -4.458 -0.128 2.389  0.1135
80 H 8.811 -4.187 -4.482  0.0923
81 H -6.007 1.830 3.937  0.0816
82 H 5.547 1.812 -0.394  0.1540
83 H -5.940 -4.912 5.650  0.0907
84 H -5.166 2.875 -0.335  0.1154
85 H 4.912 3.533 -1.652  0.1160
86 H 4.570 -2.319 -0.045  0.1198
87 H 3.594 2.937 -2.405  0.1270
88 H -6.087 -4.203 4.030  0.0889
89 H -4.109 -0.665 6.189  0.1136
90 H -7.425 1.975 0.262  0.1318
91 H -8.412 -0.264 -1.473  0.0917
92 H 5.956 -4.690 -5.254  0.1311
93 H 3.940 -3.752 -4.362  0.1284
94 H -6.695 0.385 0.591  0.1226
95 H 4.910 -1.106 -7.946  0.0935
96 H -3.480 4.154 -3.573  0.0906
97 H -3.552 -3.677 6.283  0.1234
98 H -1.542 1.896 2.297  0.0784

Values from the calculation:
- largest force on an atom (eV Å⁻¹) = 5.89
- total charge = +1
- HOMO-LUMO gap (eV) = 5.388

***

(4)
ORCA calculation (the ωB97M-V functional and the def2-TZVPD basis) on C28H50LaN8O11P3S as an isolated structure at a distorted geometry.

Each line ends with the Löwdin charge.
CARTESIAN COORDINATES (ANGSTROEM)
1 La 0.302 0.064 -0.623  1.9704
2 S -0.830 0.957 4.670  0.6793
3 P 1.077 -1.112 2.377  0.4691
4 P -2.299 -0.973 -3.314  0.8206
5 P 2.273 -2.576 0.179  0.2830
6 O 0.468 0.800 5.344  -0.3174
7 O 0.423 4.072 0.554  -0.0033
8 O 2.937 -3.797 -0.323  -0.3102
9 O 1.516 0.043 1.547  -0.4043
10 O 3.269 -1.303 -0.051  -0.1876
11 O 0.894 -2.240 -0.350  -0.4956
12 O 3.480 2.643 -2.803  -0.0537
13 O -1.430 2.240 4.915  -0.2984
14 O -0.269 2.219 -0.467  -0.2720
15 O -0.364 -1.735 2.033  -0.1922
16 O 1.340 -1.072 3.929  -0.1553
17 N -1.395 -0.567 -2.175  -0.4306
18 N -2.883 0.662 3.215  0.0955
19 N 1.318 -3.782 2.338  0.0145
20 N 2.131 -0.725 -2.724  -0.0518
21 N -1.782 0.388 1.121  0.0560
22 N 2.181 1.494 -1.279  -0.1403
23 N -4.101 -3.409 7.133  0.0687
24 N -0.617 0.531 3.127  -0.1037
25 C -1.372 -1.851 -4.811  -0.5801
26 C -4.458 0.300 -5.021  -0.0893
27 C 2.786 0.420 -3.350  -0.1842
28 C -2.812 -0.026 6.391  -0.0614
29 C -3.575 -1.043 6.942  -0.0457
30 C -2.189 1.321 -4.922  -0.1050
31 C -3.382 -2.366 6.544  -0.3427
32 C -3.674 -2.281 -2.752  -0.5787
33 C -0.915 -3.202 -4.259  -0.1053
34 C -2.958 0.516 0.535  -0.1416
35 C -4.147 0.726 1.227  -0.0557
36 C -2.104 -2.053 -6.136  -0.0897
37 C 0.626 3.028 -0.059  -0.6761
38 C -3.243 0.548 -4.131  -0.5893
39 C -2.946 -3.169 -1.739  -0.1091
40 C -1.657 -1.631 5.043  -0.0543
41 C -0.099 -1.036 -5.040  -0.1295
42 C 2.099 2.675 -0.428  -0.1576
43 C -2.413 -2.651 5.584  -0.0264
44 C -4.400 -3.128 -3.795  -0.0972
45 C -1.765 0.543 2.466  -0.4603
46 C -3.623 1.462 -2.968  -0.1112
47 C 2.116 -2.601 2.023  -0.5986
48 C -4.041 0.752 2.607  -0.1262
49 C 3.462 -2.579 2.718  -0.0893
50 C -4.742 -1.532 -1.955  -0.1083
51 C 2.837 1.654 -2.412  -0.5816
52 C -1.861 -0.320 5.433  -0.2718
53 H -0.465 -3.050 -3.277  0.0793
54 H -4.899 0.839 3.270  0.1058
55 H -3.653 -3.596 -1.025  0.0770
56 H -5.340 -0.874 -2.580  0.0534
57 H -2.249 -1.104 -6.648  0.0546
58 H -0.171 -3.654 -4.922  0.0801
59 H -4.334 -0.820 7.683  0.0988
60 H 1.054 -0.262 4.456  0.0000
61 H -2.415 -3.988 -2.213  0.0602
62 H -2.945 0.439 -0.546  0.0480
63 H -5.278 -0.163 -4.477  0.0529
64 H 1.995 -1.470 -3.406  0.0677
65 H -1.264 1.348 -4.350  0.0763
66 H -4.819 1.257 -5.409  0.0795
67 H -2.517 2.350 -5.078  0.0813
68 H -5.091 0.828 0.714  0.0864
69 H -4.139 -4.242 6.562  0.0774
70 H -4.444 1.068 -2.377  0.0571
71 H -0.920 -1.843 4.291  0.0818
72 H 3.325 -2.621 3.799  0.0693
73 H 2.653 2.512 0.509  0.1126
74 H 0.174 -0.575 -4.093  0.0269
75 H 2.764 -1.106 -2.022  0.0364
76 H -2.749 1.594 -2.332  0.0595
77 H -1.499 -2.691 -6.787  0.0805
78 H 4.050 -3.436 2.384  0.0793
79 H -0.216 -0.266 -5.799  0.0644
80 H -5.000 -3.143 7.504  0.0750
81 H -2.956 1.006 6.676  0.1099
82 H -2.262 -3.671 5.254  0.1066
83 H 2.873 -0.504 0.337  0.0145
84 H -5.151 -3.743 -3.290  0.0781
85 H -2.007 0.882 -5.899  0.0558
86 H -2.224 -2.555 -1.193  0.0552
87 H -3.922 2.444 -3.340  0.0813
88 H -5.425 -2.250 -1.491  0.0813
89 H -0.200 -2.629 1.682  0.0605
90 H -3.734 -3.805 -4.321  0.0521
91 H -4.214 -0.334 -5.868  0.0549
92 H -3.073 -2.526 -6.008  0.0513
93 H -4.266 -0.961 -1.166  0.0477
94 H 3.999 -1.666 2.473  0.0788
95 H 3.817 0.198 -3.677  0.1089
96 H 0.715 -1.687 -5.369  0.0791
97 H 2.539 3.549 -0.934  0.1100
98 H 1.331 -3.948 3.342  0.0852
99 H 2.219 0.724 -4.239  0.1038
100 H -1.737 -3.907 -4.176  0.0480
101 H -4.915 -2.510 -4.527  0.0611
102 H 1.711 -4.590 1.855  0.0794

Values from the calculation:
- largest force on an atom (eV Å⁻¹) = 2.66
- total charge = -2
- HOMO-LUMO gap (eV) = 6.762

***

ΔE to the lowest compared entry with this formula, charge and spin (kJ/mol)
83.6, 95.0, 0.0, 166.8
DFT total energy (hartree)
-2291.4514, -2291.4471, -3109.6252, -3816.9933